Below is one molecule with the formula C4H8N2O at a distorted geometry, with properties calculated with ωB97M-V/def2-TZVPD.

Values from the calculation:
- SMILES string: O=C1NCCCN1
- Charge: 0
- 2S+1: 1
- Energy relative to the best compared isomer or geometry (same formula, charge and spin): 45.39 kcal per mole
- Frontier orbital gap: 0.3581 Ha

Positions of all 15 atoms, in Å:
O1 -1.73 0.80 -2.13
C1 -1.02 0.44 -1.21
N1 -0.74 1.27 -0.13
C2 0.22 0.98 0.89
C3 0.27 -0.51 1.16
C4 0.56 -1.20 -0.18
N2 -0.47 -0.83 -1.14
H1 -1.17 2.17 -0.22
H2 1.48 1.31 0.63
H3 0.64 1.74 1.50
H4 -0.65 -0.95 1.58
H5 1.09 -0.68 1.86
H6 0.56 -2.29 -0.08
H7 1.56 -0.89 -0.53
H8 -0.58 -1.36 -1.99